[1]
Here is C34H36Cl3N6O5SV as an isolated structure in a non-equilibrium geometry from OMol25. Energies are from ωB97M-V/def2-TZVPD.

XYZ file:
```
86
Properties=species:S:1:pos:R:3:forces:R:3
V 2.296 0.757 -0.226 0.0 0.4 0.3
C 1.964 1.048 -3.292 0.0 0.1 0.0
N 1.953 1.908 -2.078 -0.1 -0.1 0.1
C 2.861 3.068 -2.311 0.0 0.0 0.0
C 0.614 2.424 -1.773 0.2 0.0 -0.2
C -0.194 2.941 -2.771 0.0 0.0 -0.1
C -1.457 3.424 -2.472 0.0 0.0 0.0
C -1.908 3.363 -1.161 -0.1 0.0 0.0
C -1.103 2.843 -0.160 0.0 -0.1 0.0
C 0.189 2.391 -0.443 0.0 0.1 0.2
N 1.035 1.797 0.534 -1.1 0.9 0.2
C 0.829 2.041 1.913 0.0 0.0 -0.2
C 0.386 3.250 2.436 -0.1 0.1 -0.1
C 0.197 3.385 3.800 0.0 0.0 0.0
C 0.448 2.313 4.645 0.0 0.0 0.0
C 0.964 1.136 4.127 0.0 0.0 0.0
C 1.198 1.017 2.765 0.1 -0.2 0.0
N 1.882 -0.124 2.164 0.1 0.2 0.0
C 3.041 -0.490 3.021 -0.1 0.0 0.0
C 0.964 -1.279 2.087 0.1 0.0 0.0
H 2.002 1.652 -4.199 0.0 0.0 0.0
H 1.077 0.424 -3.327 0.0 0.0 0.1
H 2.844 0.407 -3.282 0.1 0.0 0.0
H 2.519 3.622 -3.187 0.0 0.0 0.0
H 3.877 2.719 -2.476 0.0 0.0 0.0
H 2.854 3.723 -1.448 0.0 0.0 0.0
H 0.159 2.967 -3.795 0.0 0.0 0.1
H -2.080 3.840 -3.253 0.0 0.0 0.0
H -2.900 3.721 -0.913 0.0 0.0 0.0
H -1.484 2.764 0.847 0.0 0.1 0.0
H 0.214 4.091 1.777 0.0 0.0 0.0
H -0.140 4.331 4.204 0.0 0.0 0.0
H 0.280 2.404 5.710 0.0 0.0 0.0
H 1.210 0.326 4.799 0.0 0.0 0.0
H 2.705 -0.827 4.004 0.0 0.0 0.0
H 3.687 0.374 3.147 0.0 0.0 0.0
H 3.587 -1.308 2.571 0.0 0.0 0.0
H 0.671 -1.603 3.091 0.0 0.0 0.0
H 1.464 -2.105 1.583 0.0 0.0 0.0
H 0.069 -1.005 1.533 0.0 0.0 0.0
C 4.900 -0.292 -1.091 0.1 0.0 -0.1
C 3.817 -0.652 -0.073 0.7 -1.2 -0.1
O 3.782 -1.712 0.462 0.1 0.2 0.0
H 5.273 -1.209 -1.542 -0.1 -0.1 0.0
H 5.702 0.199 -0.536 0.0 0.1 0.0
H 4.578 0.414 -1.854 0.0 0.0 0.0
Cl 0.111 -6.629 1.727 0.0 0.0 0.0
C -0.797 -5.457 0.841 0.0 0.0 0.0
C -1.057 -4.217 1.400 0.0 0.1 0.0
C -1.778 -3.284 0.674 0.0 0.0 0.0
C -2.244 -3.565 -0.606 0.0 0.0 -0.1
C -2.959 -2.500 -1.405 0.1 0.0 0.0
C -2.037 -1.897 -2.488 -0.1 -0.1 0.3
N -0.682 -1.695 -1.987 0.0 0.1 -0.4
C 0.362 -2.582 -2.105 -0.1 -0.1 0.1
C 1.414 -2.017 -1.461 -0.2 0.1 0.0
N 1.032 -0.778 -0.963 0.1 -0.4 -0.5
C -0.240 -0.625 -1.318 0.0 -0.1 0.4
O -3.383 -1.495 -0.514 0.0 0.0 0.0
C -4.575 -0.819 -0.913 0.0 0.0 0.0
C -5.020 0.038 0.222 0.0 0.0 0.0
C -6.202 -0.096 0.882 0.0 0.1 0.1
Cl -7.435 -1.246 0.576 0.0 0.0 0.0
S -6.390 1.055 2.141 0.0 0.0 0.0
C -4.856 1.734 1.801 0.0 0.1 0.1
C -4.244 1.105 0.766 0.0 -0.1 0.0
C -1.979 -4.824 -1.132 0.0 0.0 0.1
Cl -2.531 -5.247 -2.728 0.0 0.0 0.0
C -1.263 -5.775 -0.424 0.0 -0.1 0.0
H -0.707 -3.992 2.399 0.0 0.0 0.0
H -2.008 -2.318 1.105 0.0 0.0 0.0
H -3.812 -2.948 -1.923 -0.1 0.0 0.0
H -2.437 -0.936 -2.806 0.0 0.0 0.0
H -1.987 -2.559 -3.349 0.1 0.0 0.0
H 0.259 -3.537 -2.594 0.0 0.1 0.0
H 2.391 -2.439 -1.312 0.0 0.1 0.0
H -0.877 0.209 -1.064 0.1 0.0 -0.1
H -5.351 -1.545 -1.164 0.0 0.0 0.0
H -4.383 -0.204 -1.800 0.0 0.0 0.0
H -4.496 2.565 2.391 0.0 -0.1 -0.1
H -3.263 1.367 0.390 -0.1 0.0 0.0
H -1.075 -6.751 -0.850 0.0 0.0 0.0
O 3.837 2.361 2.112 -0.1 0.5 -0.3
N 4.437 2.411 1.053 0.5 -1.6 0.3
O 5.608 2.669 0.912 -0.3 0.5 -0.1
O 3.793 1.989 -0.043 0.2 0.5 0.2
```
Forces are in eV/Å.

Summary:
Total charge: +1
Spin multiplicity: 2
Expectation value of S²: 1.200
F_max (Eh/bohr): 0.032
Kohn-Sham gap (spin up / spin down) (eV): 6.64 / 7.78
Lowest unoccupied orbital energy (spin up / spin down) (eV): -4.17 / -3.01
E (a.u.): -4744.4141

Atom charges from the Löwdin analysis, given in e for atoms 1 to 8: 0.949, -0.044, -0.237, -0.034, -0.217, -0.014, -0.056, -0.061



[2]
Here is a 2-piece molecular cluster, C19H35BIO3 overall from OMol25. Energies are from ωB97M-V/def2-TZVPD.

XYZ file:
```
59
Properties=species:S:1:pos:R:3:forces:R:3
C 5.424 -1.699 2.331 -0.1 -0.2 0.0
C 5.667 -0.413 2.096 0.0 0.3 -0.1
B 4.809 0.568 1.114 -0.2 -0.1 0.7
C 3.346 0.892 1.773 0.1 0.3 0.2
C 2.603 2.088 1.130 0.0 -0.4 -0.2
C 1.116 1.859 0.807 -0.2 0.1 0.1
C 0.102 2.557 1.739 0.1 -0.1 -0.2
C -1.036 3.231 0.967 0.1 -0.4 0.0
C -2.006 2.243 0.311 0.0 0.3 0.1
C -2.644 1.233 1.269 0.0 -0.1 -0.1
C -1.875 -0.101 1.396 -0.3 0.2 -0.1
C -2.768 -1.305 1.119 -0.1 -0.1 0.2
C -2.128 -2.678 1.366 0.0 -0.1 -0.3
C -0.702 -2.867 0.823 -0.1 0.0 0.1
C 4.712 -0.206 -0.404 0.2 0.4 -0.7
C 3.378 -0.181 -1.011 0.2 -0.2 0.5
O 2.372 -0.709 -0.721 -0.2 -0.1 -0.1
I 3.247 1.155 -2.868 0.0 0.2 -0.2
H 6.120 -2.357 2.844 -0.2 0.1 0.4
H 4.500 -2.155 1.978 0.2 -0.2 -0.3
H 6.524 0.005 2.632 0.2 -0.1 -0.3
H 5.422 1.623 0.975 0.0 0.0 -0.2
H 3.527 1.121 2.830 -0.1 -0.1 0.0
H 2.696 0.007 1.782 0.0 0.0 -0.1
H 2.708 2.970 1.768 0.0 0.1 -0.1
H 3.110 2.333 0.191 0.0 0.1 0.0
H 0.916 2.191 -0.217 0.0 0.0 0.0
H 0.918 0.787 0.815 0.1 0.0 -0.1
H 0.613 3.313 2.342 0.0 0.0 0.0
H -0.315 1.818 2.428 0.0 0.1 0.2
H -1.594 3.910 1.619 0.0 0.0 0.0
H -0.573 3.817 0.166 -0.1 0.2 0.1
H -1.486 1.713 -0.490 0.0 -0.1 0.0
H -2.792 2.820 -0.183 0.0 0.0 0.0
H -3.650 1.009 0.907 0.0 0.0 0.0
H -2.755 1.691 2.258 -0.1 0.0 0.0
H -1.054 -0.078 0.680 0.1 -0.1 0.1
H -1.455 -0.198 2.401 0.2 0.0 -0.1
H -3.638 -1.225 1.782 -0.1 0.0 -0.1
H -3.167 -1.248 0.104 0.1 0.1 -0.1
H -2.164 -2.923 2.430 0.1 0.2 0.1
H -2.766 -3.421 0.877 -0.1 -0.1 0.2
H -0.714 -3.319 -0.170 0.0 0.1 0.0
H -0.123 -3.519 1.477 0.0 -0.1 -0.1
H -0.149 -1.932 0.755 0.0 0.0 0.0
H 5.412 0.276 -1.080 0.0 -0.1 0.0
H 4.986 -1.261 -0.333 -0.2 0.0 0.3
O -3.327 0.641 -1.974 -0.2 0.0 0.0
C -3.450 -0.225 -2.784 0.3 0.0 0.0
O -3.933 -1.456 -2.467 -0.1 0.0 0.0
C -3.856 -2.331 -3.601 0.0 0.0 -0.1
C -3.813 -1.411 -4.818 0.0 0.1 0.0
C -3.085 -0.193 -4.257 -0.2 -0.1 0.0
H -2.949 -2.933 -3.509 0.0 0.0 0.0
H -4.721 -2.990 -3.581 0.0 0.0 0.0
H -3.326 -1.869 -5.677 0.0 0.0 0.0
H -4.828 -1.135 -5.109 0.0 0.0 0.0
H -2.000 -0.287 -4.332 0.0 0.0 0.0
H -3.389 0.753 -4.696 0.1 0.0 0.0
```
Forces are in eV/Å.

Summary:
Total charge: -1
F_max (Eh/bohr): 0.016
Kohn-Sham gap (eV): 7.27
Lowest unoccupied orbital energy (eV): 2.27
E (a.u.): -1293.2654

Atom charges from the Löwdin analysis, given in e for atoms 1 to 8: -0.080, -0.152, -0.565, -0.189, -0.222, -0.205, -0.200, -0.220



[3]
Here is C3H5O3Sm as an isolated structure in a non-equilibrium geometry from OMol25. Energies are from ωB97M-V/def2-TZVPD.

XYZ file:
```
12
Properties=species:S:1:pos:R:3:forces:R:3
Sm -2.268 -1.713 -1.214 1.4 1.6 0.8
O -2.140 -0.651 1.012 -0.2 -0.2 -0.5
O 0.030 -0.229 1.288 -0.6 -0.2 -0.1
C 1.044 0.399 0.491 0.2 0.5 -0.1
C 0.828 -0.112 -0.940 0.6 0.0 0.0
O -0.535 -0.118 -1.197 -1.4 -1.2 -0.4
C -1.195 0.145 0.946 0.4 0.0 0.3
H 0.909 1.490 0.535 0.1 -0.3 0.0
H 2.013 0.118 0.915 -0.3 0.1 -0.1
H 1.282 -1.117 -1.025 -0.1 0.2 0.0
H 1.379 0.558 -1.626 -0.2 -0.2 0.2
H -1.348 1.230 0.815 0.1 -0.4 -0.1
```
Forces are in eV/Å.

Summary:
Total charge: +1
Spin multiplicity: 7
Expectation value of S²: 12.008
F_max (Eh/bohr): 0.044
Kohn-Sham gap (spin up / spin down) (eV): 7.76 / 8.39
Lowest unoccupied orbital energy (spin up / spin down) (eV): -5.02 / -4.93
E (a.u.): -1000.7463

Atom charges from the Löwdin analysis, given in e for atoms 1 to 8: 1.715, -0.138, 0.001, -0.123, -0.312, -0.454, -0.382, 0.136



[4]
Here is C18H21AsF9N3NiO as an isolated structure from OMol25. Energies are from ωB97M-V/def2-TZVPD.

XYZ file:
```
54
Properties=species:S:1:pos:R:3:forces:R:3
Ni 0.698 -0.064 0.059 0.0 0.0 -0.1
N 1.243 -1.190 -2.659 0.0 0.0 0.0
C -0.125 -0.935 -2.566 0.0 0.0 0.0
C -0.925 -0.996 -3.708 0.0 0.0 0.0
C -2.281 -0.800 -3.569 0.0 0.0 0.0
C -2.812 -0.553 -2.307 0.0 0.0 0.0
C -1.943 -0.463 -1.243 0.0 0.0 0.0
N -0.623 -0.637 -1.372 0.0 0.0 0.0
C 1.936 -1.935 -1.706 0.0 0.0 0.0
C 2.870 -2.882 -2.127 0.0 0.0 0.0
C 3.485 -3.671 -1.183 0.0 0.0 0.0
C 3.133 -3.528 0.155 0.0 0.0 0.0
C 2.228 -2.548 0.490 0.0 0.0 0.0
N 1.669 -1.730 -0.416 0.0 0.1 0.0
H 1.563 -1.345 -3.601 0.0 0.0 0.0
H -0.482 -1.214 -4.671 0.0 0.0 0.0
H -2.925 -0.849 -4.436 0.0 0.0 0.0
H -3.871 -0.400 -2.158 0.0 0.0 0.0
H -2.274 -0.203 -0.248 0.0 0.0 0.0
H 3.080 -2.999 -3.182 0.0 0.0 0.0
H 4.213 -4.412 -1.486 0.0 0.0 0.0
H 3.568 -4.146 0.926 0.0 0.0 0.0
H 1.944 -2.365 1.514 0.0 0.0 0.0
C -1.609 2.752 -1.345 0.0 0.0 0.0
C -0.395 2.685 -0.403 0.0 0.0 0.0
O -0.336 1.513 0.295 0.0 0.0 0.0
C 0.862 2.936 -1.273 0.0 0.0 0.0
F 1.979 3.129 -0.578 0.0 0.0 0.0
F 0.717 3.990 -2.098 0.0 0.0 0.0
F 1.075 1.861 -2.073 0.0 0.0 0.0
C -0.550 3.829 0.631 0.0 0.0 0.0
F 0.414 3.851 1.549 0.0 0.0 0.0
F -1.719 3.677 1.287 0.0 0.0 0.0
F -0.585 5.051 0.056 0.0 0.0 0.0
H -1.459 2.069 -2.181 0.0 0.0 0.0
H -1.773 3.754 -1.738 0.0 0.0 0.0
H -2.488 2.438 -0.785 0.0 0.0 0.0
F 2.473 -0.348 2.194 0.0 0.0 0.0
C 2.189 0.514 1.137 0.0 0.0 0.0
F 3.357 0.525 0.413 0.0 0.0 0.0
F 2.124 1.719 1.728 0.0 0.0 0.0
C -2.739 -0.142 2.354 0.0 0.0 0.0
As -0.844 -0.633 2.431 0.0 -0.1 0.0
C -0.992 -2.081 3.749 0.0 0.0 0.0
C -0.274 0.792 3.628 0.0 0.0 0.0
H -3.141 -0.017 3.360 0.0 0.0 0.0
H -3.316 -0.907 1.833 0.0 0.0 0.0
H -2.820 0.804 1.817 0.0 0.0 0.0
H -1.581 -1.764 4.611 0.0 0.0 0.0
H 0.006 -2.361 4.087 0.0 0.0 0.0
H -1.462 -2.953 3.294 0.0 0.0 0.0
H -0.957 0.867 4.474 0.0 0.0 0.0
H -0.265 1.722 3.062 0.0 0.0 0.0
H 0.737 0.594 3.979 0.0 0.0 0.0
```
Forces are in eV/Å.

Summary:
F_max (Eh/bohr): 0.002
Kohn-Sham gap (spin up / spin down) (eV): 7.75 / 8.04
Lowest unoccupied orbital energy (spin up / spin down) (eV): 0.04 / 0.03
E (a.u.): -5580.9589

Atom charges from the Löwdin analysis, given in e for atoms 1 to 8: 0.399, 0.137, -0.281, 0.003, -0.051, -0.050, -0.106, 0.079



[5]
Here is an isolated ion of composition C4H13N2 and charge +1 in a non-equilibrium geometry from OMol25. Energies are from ωB97M-V/def2-TZVPD.

XYZ file:
```
19
Properties=species:S:1:pos:R:3:forces:R:3
C -0.702 -1.681 1.830 -1.2 -0.1 0.4
N 0.266 -0.959 0.966 -0.9 -0.3 1.1
C -0.234 -0.770 -0.415 3.2 0.9 1.3
C 0.473 0.575 -1.004 -2.3 -1.0 0.6
C -0.668 1.321 -1.650 -0.5 -0.7 -1.8
N 0.942 1.402 0.163 1.0 -0.4 -0.4
H -0.999 -1.161 2.752 0.7 0.1 -0.2
H -1.667 -1.819 1.341 0.1 0.2 -0.4
H -0.444 -2.709 2.098 0.6 0.2 -0.1
H 1.129 -1.480 1.057 0.1 0.1 -0.6
H -1.290 -0.576 -0.255 -0.1 -0.5 -0.9
H 0.176 -1.602 -0.991 -1.2 0.0 -0.6
H 1.280 0.271 -1.664 0.2 0.5 0.2
H -1.550 1.223 -1.033 -0.2 0.6 0.3
H -0.965 0.777 -2.567 0.2 0.0 0.3
H -0.539 2.330 -2.030 0.4 0.3 0.4
H 1.937 1.207 0.291 0.0 0.4 0.2
H 0.806 2.396 -0.009 0.0 0.0 0.1
H 0.491 1.042 1.024 -0.1 -0.2 -0.1
```
Forces are in eV/Å.

Summary:
SMILES string: CNC[C@@H](C)[NH3+]
Total charge: +1
F_max (Eh/bohr): 0.069
Kohn-Sham gap (eV): 10.33
Lowest unoccupied orbital energy (eV): -3.25
E (a.u.): -269.4392

Atom charges from the Löwdin analysis, given in e for atoms 1 to 8: -0.100, -0.149, -0.124, -0.283, -0.064, 0.194, 0.083, 0.076